Entry 1:
One molecule with the formula C6H9N3O2 at a distorted geometry. Source: the Open Molecules 2025 dataset; level of theory: the ωB97M-V functional and the def2-TZVPD basis.

ORCA input file:
```
! wB97M-V def2-TZVPD RIJCOSX def2/J DEFGRID3
* xyz 0 1
N 1.322 1.852 -0.226
C 1.387 0.658 0.575
C 0.195 0.498 1.515
C -1.012 0.185 0.681
C -1.663 -0.972 0.585
N -2.635 -0.803 -0.425
C -2.481 0.474 -0.930
N -1.463 1.057 -0.278
C 1.686 -0.651 -0.151
O 1.592 -1.807 0.277
O 2.314 -0.407 -1.303
H 0.355 2.132 -0.480
H 1.962 1.738 -1.010
H 2.340 0.821 1.154
H -0.031 1.450 2.045
H 0.332 -0.263 2.232
H -1.465 -1.869 1.130
H -3.315 -1.564 -0.594
H -3.015 0.743 -1.787
H 2.345 -1.374 -1.630
*
```

Properties
- Kohn-Sham gap: 0.348 hartree
- SMILES: N[C@@H](Cc1c[nH]cn1)C(=O)O
- HOMO level: -8.7641 eV
- Energy relative to the best compared isomer or geometry (same formula, charge and spin): 20.7 kcal/mol
- Strongest force on any atom: 4.0 eV/Å



Entry 2:
One molecule with the formula C6H9N3O2 at a distorted geometry. Source: the Open Molecules 2025 dataset; level of theory: the ωB97M-V functional and the def2-TZVPD basis.

ORCA input file:
```
! wB97M-V def2-TZVPD RIJCOSX def2/J DEFGRID3
* xyz 0 1
C 1.872 -0.420 1.193
C 0.687 -0.107 0.624
N -0.613 -0.520 0.990
C -0.859 -1.617 1.872
C -1.547 -0.076 0.144
C -1.107 0.779 -0.802
N -1.585 1.421 -1.874
O -2.787 1.207 -2.087
O -0.853 2.050 -2.615
N 0.561 0.848 -0.371
C 1.527 0.891 -1.420
H 2.868 0.012 0.848
H 1.846 -1.205 1.909
H -1.057 -1.230 2.981
H -1.626 -2.193 1.590
H -0.042 -2.212 1.920
H -2.481 -0.437 0.370
H 2.289 1.666 -1.286
H 1.769 -0.185 -1.679
H 1.135 1.328 -2.308
*
```

Properties
- Kohn-Sham gap (spin up / spin down): 0.266 / 0.266 hartree
- SMILES: C=C1N(C)C=C([N+](=O)[O-])N1C
- HOMO level (spin up / spin down): -7.8424 / -7.8421 eV
- Energy relative to the best compared isomer or geometry (same formula, charge and spin): 165.1 kcal/mol
- Strongest force on any atom: 7.3 eV/Å



Entry 3:
One molecule with the formula C6H9N3O2 at a distorted geometry. Source: the Open Molecules 2025 dataset; level of theory: the ωB97M-V functional and the def2-TZVPD basis.

ORCA input file:
```
! wB97M-V def2-TZVPD RIJCOSX def2/J DEFGRID3
* xyz 0 1
C -2.274 0.142 0.632
C -0.784 -1.625 -0.149
C -0.720 -0.905 -1.457
C -1.118 -0.575 0.803
C 0.203 0.705 -0.133
C 2.343 -0.298 0.571
N -3.032 0.937 0.198
N -0.468 1.936 -0.207
N 1.341 0.686 0.635
O -0.373 -2.738 0.132
O 0.226 0.081 -1.362
H -0.356 -1.466 -2.280
H -1.700 -0.416 -1.515
H -0.758 -0.663 1.862
H 2.127 -1.291 0.816
H 2.660 -0.488 -0.462
H 3.121 -0.009 1.285
H -0.749 2.484 0.556
H -1.202 1.994 -0.980
H 1.514 1.508 1.054
*
```

Properties
- Kohn-Sham gap: 0.338 hartree
- HOMO level: -8.6109 eV
- Energy relative to the best compared isomer or geometry (same formula, charge and spin): 92.7 kcal/mol
- Strongest force on any atom: 4.5 eV/Å